The following is a DFT calculation (the ωB97M-V functional and the def2-TZVPD basis) of 2 unconnected molecules or ions with the total composition C8H19BBr2NO6 in a non-equilibrium geometry.

Kohn-Sham gap	9.291	eV
E_HOMO	-12.453	eV
energy above the lowest of the compared OMol25 structures with the same formula, charge and spin	18.6	kJ/mol
charge	+1
strongest force on any atom	1.1	eV Å⁻¹
energy	-163134.840	eV

Cartesian coordinates (Å):
H 3.472 -0.139 -1.363
O -0.899 -2.138 0.452
H -2.903 -0.611 -1.638
B -1.006 -1.806 1.845
C -3.294 1.547 -0.362
H -1.709 -2.714 3.456
H 5.540 -0.626 -3.229
O 1.833 0.906 -0.264
H -0.994 -1.614 -1.389
C 4.498 -0.417 -3.004
H 1.377 -1.102 0.093
C 1.738 2.416 1.629
H 1.160 2.248 2.539
O 4.386 -0.326 -1.589
H 4.220 0.521 -3.493
C -2.761 -0.936 -0.606
C 2.146 1.081 1.091
H -4.326 1.882 -0.453
H 3.890 -1.231 -3.411
O -1.946 -2.490 2.547
H 2.635 2.979 1.900
O 2.707 0.212 1.697
C 1.089 -0.264 -0.544
H 1.306 -0.550 -1.580
H -2.761 2.308 0.215
H -0.649 0.680 0.419
O -0.205 -0.806 2.297
C -3.214 0.182 0.357
H 1.172 2.997 0.905
H -2.519 0.246 1.192
C -0.409 0.070 -0.445
Br -3.619 -2.639 -0.552
N -1.247 -1.175 -0.499
Br -4.903 -0.184 1.233
H -0.693 0.640 -1.336
H -0.264 -0.671 3.252
H -2.845 1.520 -1.356